{"formula": "C5H7N", "method": "wB97M-V/def2-TZVPD", "elements": ["C", "C", "C", "C", "C", "N", "H", "H", "H", "H", "H", "H", "H"], "positions_angstrom": [[0.81659, 0.65723, 0.10415], [-1.14680, -0.03462, -0.35807], [0.52982, -0.60086, 0.53295], [1.43996, 1.77146, -0.15183], [0.01999, -1.66502, -0.25607], [-2.21754, 0.21060, 0.23447], [-2.33384, 0.02586, 1.21983], [-0.91321, 0.13628, -1.39453], [0.42908, -0.72000, 1.61061], [2.52659, 1.84321, -0.16503], [0.91414, 2.69607, -0.37576], [0.39107, -1.83132, -1.25789], [-0.45585, -2.48888, 0.25716]], "nbo_charge": [-0.030, 0.260, -0.207, -0.433, -0.520, -0.747, 0.369, 0.215, 0.241, 0.208, 0.210, 0.216, 0.219], "de_lowest_kj_mol": 544.7, "gap_ev": 8.2, "spin_multiplicity": 1, "e_lumo_ev": 0.91, "total_charge": 0, "largest_force_ev_per_a": 2.1}